{
  "formula": "C35H48N5O12P3S3Y",
  "method": "ωB97M-V/def2-TZVPD",
  "species": ["Y", "O", "C", "N", "C", "C", "C", "C", "C", "C", "N", "C", "C", "C", "C", "C", "N", "H", "H", "H", "H", "H", "H", "H", "H", "H", "H", "N", "C", "C", "C", "C", "N", "H", "H", "H", "H", "H", "H", "H", "H", "H", "H", "H", "H", "O", "P", "O", "O", "O", "P", "O", "O", "O", "H", "H", "C", "C", "O", "P", "O", "C", "C", "O", "C", "C", "H", "H", "H", "H", "H", "H", "H", "H", "H", "H", "H", "H", "H", "H", "H", "O", "C", "C", "C", "C", "C", "S", "C", "C", "C", "C", "S", "C", "C", "C", "C", "S", "H", "H", "H", "H", "H", "H", "H", "H", "H"],
  "positions_angstrom": [[0.727, 0.027, -0.701], [4.796, 0.191, 1.197], [3.585, 0.263, 0.937], [2.953, -0.092, -0.175], [3.841, -0.534, -1.238], [3.648, 0.310, -2.472], [4.395, 0.070, -3.627], [4.211, 0.886, -4.720], [3.280, 1.919, -4.641], [2.568, 2.066, -3.471], [2.749, 1.285, -2.399], [2.678, 0.834, 2.003], [3.189, 1.144, 3.254], [2.350, 1.730, 4.187], [1.037, 2.002, 3.830], [0.617, 1.654, 2.557], [1.412, 1.072, 1.667], [4.882, -0.431, -0.919], [3.679, -1.589, -1.482], [5.088, -0.762, -3.647], [4.771, 0.718, -5.632], [3.087, 2.573, -5.480], [1.799, 2.825, -3.376], [4.230, 0.928, 3.447], [2.715, 1.981, 5.175], [0.347, 2.477, 4.514], [-0.389, 1.847, 2.216], [-2.763, 0.516, 1.745], [-4.141, 0.069, 1.565], [-4.245, -1.422, 1.231], [-4.144, -1.775, -0.257], [-2.759, -2.008, -0.858], [-1.937, -0.806, -1.033], [-2.765, 1.497, 1.999], [-2.265, 0.471, 0.861], [-4.672, 0.640, 0.787], [-4.673, 0.261, 2.501], [-5.215, -1.776, 1.593], [-3.479, -1.965, 1.791], [-4.661, -1.002, -0.839], [-4.701, -2.700, -0.430], [-2.908, -2.492, -1.828], [-2.200, -2.716, -0.238], [-2.497, 0.037, -0.978], [-1.586, -0.834, -1.987], [0.400, 0.228, -5.286], [0.108, -0.519, -3.901], [-1.120, -1.367, -4.002], [0.162, 0.526, -2.816], [1.397, -1.490, -3.755], [1.299, -2.707, -2.643], [0.193, -3.656, -3.287], [2.586, -3.390, -2.496], [0.664, -1.986, -1.449], [0.174, -0.358, -6.017], [-0.555, -3.082, -3.569], [-0.577, -3.094, 5.129], [-1.048, -2.753, 3.731], [-0.257, -3.468, 2.780], [0.263, -2.721, 1.399], [1.651, -2.031, 1.845], [2.855, -2.735, 2.221], [2.972, -2.816, 3.728], [0.855, -4.069, 0.728], [-0.024, -4.969, 0.053], [0.008, -6.314, 0.746], [-1.264, -2.672, 5.866], [0.419, -2.693, 5.317], [-0.545, -4.177, 5.265], [-0.999, -1.678, 3.546], [-2.094, -3.048, 3.606], [3.678, -2.163, 1.796], [2.853, -3.723, 1.766], [2.825, -1.830, 4.173], [3.969, -3.169, 4.000], [2.232, -3.503, 4.140], [0.312, -5.044, -0.981], [-1.044, -4.570, 0.043], [1.025, -6.710, 0.744], [-0.642, -7.023, 0.229], [-0.323, -6.213, 1.780], [-0.724, 1.643, -0.239], [-1.163, 2.915, -0.538], [-2.436, 3.227, 0.280], [-3.739, 3.303, -0.119], [-4.660, 3.492, 0.952], [-4.043, 3.558, 2.160], [-2.348, 3.404, 1.999], [-1.477, 3.082, -2.032], [-1.009, 4.041, -2.883], [-1.461, 3.878, -4.223], [-2.275, 2.798, -4.365], [-2.482, 1.977, -2.884], [-0.102, 3.968, -0.195], [-0.242, 5.281, 0.155], [1.004, 5.952, 0.298], [2.061, 5.131, 0.044], [1.551, 3.554, -0.364], [-4.045, 3.235, -1.151], [-5.729, 3.578, 0.817], [-4.486, 3.699, 3.133], [-0.342, 4.830, -2.568], [-1.175, 4.526, -5.039], [-2.736, 2.420, -5.262], [-1.202, 5.757, 0.288], [1.103, 6.990, 0.584], [3.113, 5.362, 0.094]],
  "e_above_lowest_kj_mol": 158.6,
  "energy_ev": -130527.5475,
  "orbital_gap_ev": 8.06,
  "multiplicity": 1,
  "max_force_ev_per_a": 1.89,
  "charge": -1
}